(1)
Entry from the Open Molecules 2025 dataset: a structure of composition C18H24N2O2RhS (ωB97M-V with the def2-TZVPD basis set).

## Properties
Net charge = +1
Energy = -1468.931818 Eh
Multiplicity = 1
Kohn-Sham gap = 8.771 eV
HOMO energy = -11.74 eV

Cartesian coordinates (Å):
Rh  0.238  -0.925  0.081
S  -1.337  -1.382  1.837
O  0.512  1.183  0.524
O  -1.039  0.540  -0.859
N  -1.453  1.181  2.603
N  -3.286  -0.123  3.037
C  -0.143  3.915  0.160
C  -1.643  5.523  -0.805
C  3.301  -1.071  0.974
C  -0.680  -3.963  -0.578
C  2.223  -1.665  0.135
C  -0.855  2.893  -0.463
C  0.412  -2.948  -0.540
C  1.366  -3.408  1.857
C  -0.442  1.488  -0.271
C  0.085  -1.992  -2.940
C  2.564  -0.246  -2.059
C  0.783  -2.084  -1.629
C  -2.351  4.503  -1.429
C  1.890  -1.279  -1.219
C  -1.958  3.185  -1.261
C  1.329  -2.700  0.546
C  -2.067  0.010  2.513
C  -0.540  5.231  -0.013
H  -1.943  2.009  2.902
H  1.659  -2.737  2.661
H  3.167  0.429  -1.455
H  2.992  -0.999  2.016
H  -0.962  -2.277  -2.852
H  0.558  -2.665  -3.658
H  -1.950  6.551  -0.941
H  3.572  -0.077  0.628
H  0.132  -0.981  -3.339
H  -0.981  -4.265  0.423
H  4.191  -1.703  0.932
H  0.397  -3.835  2.110
H  1.831  0.352  -2.599
H  0.012  6.030  0.463
H  0.721  3.672  0.764
H  2.092  -4.223  1.812
H  -0.342  -4.854  -1.112
H  -3.710  0.598  3.597
H  3.219  -0.720  -2.793
H  -2.494  2.377  -1.739
H  -1.559  -3.575  -1.089
H  -3.207  4.737  -2.047
H  -0.545  1.292  2.165
H  -3.761  -1.004  2.946

(2)
Entry from the Open Molecules 2025 dataset: an isolated molecule of C18H24N2O2S (ωB97M-V with the def2-TZVPD basis set).

## Properties
ΔE to the lowest compared entry with this formula, charge and spin = 46.3 kcal/mol
Energy = -1358.473072 Eh
Multiplicity = 1
Kohn-Sham gap = 8.863 eV
HOMO energy = -8.31 eV

Cartesian coordinates (Å):
S  2.640  -2.091  -0.720
O  -5.040  -0.058  -0.259
O  0.663  2.676  -0.055
N  4.622  1.165  0.566
N  1.250  0.715  -1.003
C  -6.973  -1.429  -0.063
C  -5.447  -1.402  -0.095
C  -1.368  -0.282  -0.261
C  4.713  -1.676  0.711
C  0.350  1.567  -0.451
C  4.414  2.439  1.221
C  -2.688  -0.697  -0.202
C  3.679  -1.001  0.142
C  -7.522  -0.723  1.170
C  -2.085  1.994  -0.471
C  3.629  -3.437  -0.307
C  3.390  0.469  0.239
C  2.659  1.011  -1.019
C  -3.398  1.590  -0.426
C  -3.718  0.235  -0.294
C  4.688  -3.066  0.452
C  -1.049  1.062  -0.407
C  5.553  1.271  -0.538
H  -7.301  -2.470  -0.080
H  -5.045  -1.807  0.844
H  -7.344  -0.937  -0.963
H  5.645  0.303  -1.027
H  5.429  -3.754  0.817
H  3.104  0.604  -1.929
H  -2.900  -1.747  -0.080
H  -4.206  2.302  -0.485
H  -7.168  0.304  1.197
H  3.931  3.191  0.581
H  5.469  -1.185  1.295
H  -8.609  -0.716  1.151
H  -0.592  -1.028  -0.161
H  5.383  2.826  1.536
H  2.707  0.627  1.087
H  5.257  2.021  -1.285
H  -1.831  3.039  -0.559
H  0.955  -0.198  -1.305
H  2.745  2.101  -1.021
H  3.356  -4.413  -0.656
H  -7.195  -1.227  2.077
H  -5.077  -2.012  -0.931
H  3.795  2.292  2.105
H  6.528  1.552  -0.141

(3)
Entry from the Open Molecules 2025 dataset: an isolated molecule of C18H24N2O3 (ωB97M-V with the def2-TZVPD basis set).

## Properties
ΔE to the lowest compared entry with this formula, charge and spin = 59.6 kcal/mol
Energy = -1035.507307 Eh
Multiplicity = 1
Kohn-Sham gap = 9.221 eV
HOMO energy = -8.50 eV

Cartesian coordinates (Å):
O  3.707  1.857  1.158
O  0.574  -2.538  2.138
O  -3.659  -0.528  -1.143
N  1.975  0.245  -1.172
N  1.315  -2.149  0.038
C  5.850  1.426  0.763
C  5.072  0.367  0.236
C  2.477  -0.010  0.184
C  2.559  -1.531  0.422
C  -5.417  2.408  0.008
C  2.944  0.005  -2.224
C  -0.987  -2.778  0.317
C  0.365  -2.477  0.946
C  4.966  2.301  1.310
C  -4.258  0.310  -0.248
C  -5.563  2.170  1.366
C  -4.406  0.074  1.114
C  -1.676  -1.464  -0.058
C  -5.057  1.004  1.908
C  1.390  1.565  -1.299
C  3.770  0.675  0.506
C  -4.772  1.489  -0.792
C  -3.046  -1.716  -0.695
H  -1.793  -0.848  0.835
H  3.378  -1.974  -0.148
H  -6.067  2.889  1.995
H  2.122  2.375  -1.170
H  -5.809  3.314  -0.428
H  -0.857  -3.402  -0.569
H  -4.025  -0.825  1.572
H  3.363  -0.993  -2.121
H  -1.592  -3.320  1.045
H  2.715  -1.730  1.484
H  5.441  -0.503  -0.268
H  3.767  0.733  -2.226
H  1.028  -1.944  -0.908
H  -5.164  0.807  2.965
H  -3.701  -2.262  -0.006
H  6.917  1.517  0.735
H  -1.065  -0.903  -0.769
H  5.098  3.236  1.816
H  0.946  1.657  -2.290
H  -4.652  1.656  -1.851
H  1.716  0.387  0.866
H  0.604  1.685  -0.555
H  -2.925  -2.319  -1.601
H  2.430  0.065  -3.183

(4)
Entry from the Open Molecules 2025 dataset: an isolated molecule of C18H24N2O3S (ωB97M-V with the def2-TZVPD basis set).

## Properties
ΔE to the lowest compared entry with this formula, charge and spin = 45.1 kcal/mol
Energy = -1433.706732 Eh
Multiplicity = 1
Kohn-Sham gap = 9.286 eV
HOMO energy = -8.58 eV

Cartesian coordinates (Å):
S  -1.394  -0.182  -0.475
O  0.709  1.765  -0.759
O  -1.492  0.130  -1.874
O  -2.146  -1.309  0.001
N  -1.806  1.140  0.485
N  -3.986  2.744  -1.000
C  1.224  0.624  -0.242
C  -4.539  2.992  -2.175
C  1.545  2.887  -0.984
C  -5.108  2.013  -2.972
C  2.976  -0.825  0.614
C  -5.095  0.706  -2.510
C  2.153  -4.307  0.407
C  -3.976  1.493  -0.558
C  1.691  -3.445  2.729
C  1.828  3.666  0.297
C  0.317  -0.410  -0.026
C  -3.238  1.253  0.733
C  -4.523  0.437  -1.280
C  0.723  -1.613  0.503
C  2.555  0.392  0.085
C  4.433  -0.993  0.935
C  2.437  -3.191  1.416
C  2.051  -1.849  0.838
H  -5.541  2.265  -3.928
H  -1.446  1.971  0.034
H  4.987  -0.093  0.682
H  2.359  3.049  1.018
H  0.892  3.988  0.747
H  2.685  -4.120  -0.523
H  -3.545  0.311  1.188
H  -4.473  -0.566  -0.889
H  2.430  4.541  0.068
H  0.619  -3.489  2.563
H  1.895  -2.648  3.440
H  2.479  -5.265  0.806
H  3.296  1.160  -0.072
H  4.574  -1.193  1.996
H  -3.395  2.082  1.427
H  -4.519  4.029  -2.486
H  -5.521  -0.091  -3.103
H  -0.038  -2.363  0.644
H  2.476  2.583  -1.476
H  2.012  -4.389  3.165
H  0.976  3.509  -1.681
H  3.507  -3.199  1.633
H  1.091  -4.368  0.187
H  4.857  -1.823  0.374

(5)
Entry from the Open Molecules 2025 dataset: an isolated molecule of C18H24N2O4 (ωB97M-V with the def2-TZVPD basis set).

## Properties
ΔE to the lowest compared entry with this formula, charge and spin = 0.0 kcal/mol
Energy = -1110.848815 Eh
Multiplicity = 1
Kohn-Sham gap = 9.047 eV
HOMO energy = -8.46 eV

Cartesian coordinates (Å):
O  -2.568  -0.683  1.961
O  0.845  -3.155  0.074
O  4.013  -2.012  0.229
O  -0.231  -1.721  -1.277
N  -2.552  -1.958  0.102
N  2.342  -0.667  -0.568
C  2.053  -3.054  -0.684
C  -2.952  -0.873  0.829
C  -0.216  -2.472  -0.329
C  -3.901  0.044  0.081
C  -4.867  2.765  -0.488
C  -1.432  -2.752  0.533
C  -3.942  2.034  -1.456
C  2.374  2.988  -0.434
C  4.047  0.892  0.256
C  4.456  2.199  0.480
C  -3.048  1.054  -0.702
C  1.967  1.687  -0.658
C  5.788  2.477  1.107
C  -5.715  1.767  0.294
C  2.806  0.631  -0.312
C  -4.828  0.781  1.046
C  2.926  -1.848  -0.274
C  3.611  3.245  0.130
H  1.001  1.483  -1.098
H  -2.750  -1.971  -0.887
H  1.812  -2.987  -1.752
H  2.608  -3.969  -0.473
H  1.433  -0.700  -1.021
H  5.655  2.763  2.151
H  6.290  3.298  0.598
H  -2.391  0.529  -1.399
H  -5.512  3.452  -1.039
H  -4.497  -0.545  -0.624
H  -5.442  0.056  1.585
H  -6.361  1.220  -0.398
H  -4.541  1.489  -2.190
H  1.723  3.806  -0.703
H  -3.323  2.752  -1.997
H  4.691  0.070  0.523
H  -1.662  -3.822  0.498
H  -2.420  1.602  0.005
H  3.924  4.265  0.301
H  6.424  1.597  1.074
H  -1.214  -2.474  1.569
H  -6.357  2.296  1.000
H  -4.218  1.308  1.781
H  -4.267  3.353  0.209

(6)
Entry from the Open Molecules 2025 dataset: an isolated molecule of C18H24N2O4 (ωB97M-V with the def2-TZVPD basis set).

## Properties
ΔE to the lowest compared entry with this formula, charge and spin = 28.1 kcal/mol
Energy = -1110.804001 Eh
Multiplicity = 1
Kohn-Sham gap = 9.649 eV
HOMO energy = -9.35 eV

Cartesian coordinates (Å):
O  3.385  -2.220  -1.483
O  5.787  -0.263  0.840
O  -3.176  -2.507  0.904
O  -4.827  1.697  0.162
N  3.429  0.006  -1.088
N  -3.179  -0.274  1.229
C  -1.215  -1.305  0.305
C  0.936  -2.342  0.007
C  1.408  -1.202  -0.639
C  2.826  -1.208  -1.115
C  -2.613  -1.432  0.821
C  5.042  1.935  0.496
C  -5.413  0.449  0.524
C  4.719  -0.115  1.752
C  4.828  0.186  -1.382
C  -0.755  -0.180  -0.374
C  4.254  1.354  1.679
C  5.655  0.697  -0.184
C  -4.671  0.396  -1.777
C  -4.557  -0.176  1.637
C  -4.844  1.817  -1.245
C  -5.470  -0.413  -0.754
C  0.545  -0.129  -0.842
C  -0.362  -2.392  0.473
H  5.102  -0.388  2.738
H  0.871  0.739  -1.397
H  4.422  2.511  -0.189
H  -4.043  2.501  -1.530
H  -0.742  -3.272  0.970
H  4.945  0.892  -2.213
H  -4.914  -1.183  1.860
H  2.928  0.795  -0.715
H  5.841  2.583  0.856
H  -6.503  -0.531  -1.082
H  4.487  1.883  2.601
H  -4.620  0.447  2.533
H  -5.046  0.286  -2.792
H  -2.715  0.606  1.065
H  -5.046  -1.400  -0.585
H  1.605  -3.180  0.128
H  3.901  -0.802  1.498
H  -1.412  0.656  -0.570
H  -5.805  2.236  -1.576
H  -3.620  0.106  -1.757
H  6.668  0.890  -0.555
H  -6.423  0.627  0.921
H  3.177  1.410  1.525
H  5.208  -0.793  -1.683

(7)
Entry from the Open Molecules 2025 dataset: a structure of composition C18H24N2O5S in a non-equilibrium geometry (ωB97M-V with the def2-TZVPD basis set).

## Properties
ΔE to the lowest compared entry with this formula, charge and spin = 428.9 kcal/mol
Energy = -1583.565665 Eh
Multiplicity = 1
Kohn-Sham gap = 7.035 eV
HOMO energy = -7.72 eV

Cartesian coordinates (Å):
S  0.836  -1.723  1.946
O  -3.457  3.543  -2.944
O  1.865  -2.680  1.180
O  2.868  0.826  2.253
O  -3.477  0.075  2.012
O  3.739  -1.770  -1.937
N  3.301  -0.133  0.183
N  -2.005  -0.296  0.171
C  -2.484  -0.886  2.251
C  -2.907  0.586  0.846
C  5.268  -1.404  0.014
C  1.060  -0.178  1.196
C  -4.872  3.608  -1.109
C  -1.714  -1.037  1.056
C  -3.452  1.700  0.294
C  -2.388  2.865  -3.810
C  -4.532  2.484  0.620
C  -5.240  3.504  0.154
C  -2.780  -1.764  3.455
C  3.179  -2.957  -1.562
C  2.524  0.188  1.225
C  -3.163  2.053  -1.028
C  4.943  0.116  0.365
C  -3.634  3.243  -1.626
C  -0.595  -2.110  1.007
C  5.019  -1.762  -1.384
H  -2.461  1.436  -1.434
H  -5.173  4.811  -1.599
H  3.711  -4.023  -1.877
H  -2.159  -2.439  3.668
H  -0.277  -2.209  0.111
H  -2.319  3.509  -4.619
H  4.753  -2.174  0.422
H  0.802  -0.139  -0.246
H  -5.815  4.105  0.689
H  -2.602  1.957  -4.036
H  -2.197  -1.089  4.383
H  5.049  0.135  1.408
H  5.595  -2.625  -1.701
H  5.649  -0.860  -2.095
H  6.463  -1.414  0.301
H  -1.377  3.011  -3.233
H  -4.996  1.997  1.865
H  -0.989  -2.962  1.389
H  2.394  -3.088  -2.108
H  5.302  0.770  -0.418
H  -3.656  -1.785  3.982
H  2.881  -2.953  -0.654
H  0.433  0.449  1.566
H  3.092  -0.510  -0.590

(8)
Entry from the Open Molecules 2025 dataset: a structure of composition C18H25AlN5S2Se2 (ωB97M-V with the def2-TZVPD basis set).

## Properties
ΔE to the lowest compared entry with this formula, charge and spin = 0.0 kcal/mol
Net charge = +3
Energy = -6815.595814 Eh
Multiplicity = 1
Kohn-Sham gap = 7.003 eV
HOMO energy = -16.64 eV

Cartesian coordinates (Å):
Se  2.065  0.971  -1.030
Se  -0.954  0.887  -2.488
S  -0.886  2.735  0.755
S  -2.638  -1.354  -0.791
Al  -0.233  0.665  0.048
N  0.511  0.002  1.799
N  -3.365  2.262  -0.250
N  -2.116  -2.427  1.876
N  -2.778  4.436  0.154
N  -1.478  -0.766  0.369
C  1.504  0.549  2.508
C  0.237  -1.654  3.492
C  -0.133  -1.070  2.301
C  1.478  2.482  -2.128
C  -2.475  3.159  0.152
C  1.301  -1.108  4.205
C  3.404  1.925  0.022
C  -5.236  -1.911  -0.048
C  -5.748  -3.124  1.969
C  -1.297  -1.475  1.469
C  -0.466  -0.759  -3.428
C  0.512  2.003  -3.188
C  1.930  0.023  3.715
C  -4.093  4.978  -0.201
C  -6.161  -2.529  0.788
C  -3.492  -2.519  1.490
C  -3.899  -1.928  0.304
C  -4.408  -3.108  2.338
H  -0.274  -2.520  3.889
H  2.376  2.889  -2.591
H  0.529  -1.083  -3.141
H  -1.207  -1.517  -3.194
H  1.615  -1.554  5.140
H  0.047  2.849  -3.688
H  1.010  1.389  -3.936
H  -4.053  6.058  -0.099
H  -4.340  4.743  -1.236
H  -0.511  -0.521  -4.488
H  2.966  2.787  0.516
H  -4.279  2.550  -0.568
H  3.837  1.222  0.728
H  -2.067  5.079  0.470
H  -4.861  4.595  0.472
H  4.169  2.235  -0.686
H  -6.471  -3.603  2.615
H  2.738  0.497  4.255
H  -5.552  -1.463  -0.982
H  -4.092  -3.556  3.273
H  -3.183  1.272  -0.209
H  -7.205  -2.549  0.507
H  1.959  1.439  2.099
H  1.045  3.230  -1.467
H  -1.867  -2.945  2.706

HOMO energy of number 4 (C18H24N2O3S)?
-8.58 eV